Molecular formula: C5H9NO
Method: DFT, wB97M-V/def2-TZVPD

Each line ends with the natural charge from an NBO analysis.
CARTESIAN COORDINATES (ANGSTROEM)
O: -1.2205 -1.5738 0.8775  -0.7057
N: 1.2089 -0.4924 -0.8002  -0.6293
C: 0.9800 -0.5183 0.6662  -0.2561
C: -0.5191 1.3192 -0.9047  0.1364
C: -1.0757 0.7956 0.3425  -0.6419
C: -0.4842 -0.3816 1.1009  0.0556
C: 0.6693 0.6971 -1.4501  -0.4432
H: 0.7523 -1.2996 -1.2161  0.3451
H: -1.2796 -1.6937 -0.0778  0.4537
H: 1.3817 1.5437 -1.4815  0.2580
H: 1.3522 -1.4817 1.0075  0.2162
H: 0.4403 0.5538 -2.5221  0.2651
H: -2.1473 0.6533 0.1719  0.2756
H: -1.0379 1.7342 0.9112  0.2889
H: -0.5845 -0.2076 2.1798  0.1866
H: 1.5832 0.2570 1.1664  0.1950

Properties
* gap between HOMO and LUMO: 8.23 eV
* energy above the lowest of the compared OMol25 structures with the same formula, charge and spin: 452.4 kJ/mol
* largest force on an atom: 1.01 eV/Å


Molecular formula: C5H9NO
Method: DFT, wB97M-V/def2-TZVPD

Each line ends with the natural charge from an NBO analysis.
CARTESIAN COORDINATES (ANGSTROEM)
O: 1.5437 0.9777 2.1818  -0.5211
N: 0.1247 -1.7326 0.0920  -0.3954
C: 1.3104 0.6125 1.0558  0.4651
C: -0.5781 -2.7554 -0.1413  -0.0438
C: -0.1924 2.0297 -0.3085  -0.6000
C: -0.0605 0.6809 0.4095  -0.3376
C: -0.2361 -0.4862 -0.5607  -0.2473
H: -0.0877 2.8569 0.3994  0.2272
H: 0.5821 2.1392 -1.0784  0.2056
H: 0.4572 -0.3489 -1.4032  0.2020
H: -1.1672 2.1178 -0.8001  0.2160
H: -0.7984 0.6190 1.2176  0.2227
H: -0.3102 -3.7038 0.3267  0.1775
H: -1.2576 -0.4965 -0.9771  0.1821
H: 2.1241 0.2429 0.3928  0.1061
H: -1.4539 -2.7529 -0.8065  0.1408

Properties
* gap between HOMO and LUMO: 10.50 eV
* energy above the lowest of the compared OMol25 structures with the same formula, charge and spin: 170.2 kJ/mol
* largest force on an atom: 0.50 eV/Å
* structure (SMILES): C=NC[C@H](C)C=O


Molecular formula: C5H9NO
Method: DFT, wB97M-V/def2-TZVPD

Each line ends with the natural charge from an NBO analysis.
CARTESIAN COORDINATES (ANGSTROEM)
O: 2.9778 0.8784 -0.0666  -0.7120
N: -0.8731 -1.0033 1.4620  -0.5813
C: 0.0631 -0.5075 0.5570  0.1665
C: -2.1756 0.2609 -0.3759  -0.6270
C: -1.1545 0.2654 0.7369  -0.0994
C: 1.2089 -0.7376 -0.0667  -0.3057
C: 1.9100 0.3452 -0.8365  -0.0835
H: 2.6298 0.9715 0.8334  0.4655
H: 2.3672 -0.0378 -1.7561  0.1828
H: -3.1918 0.2776 0.0320  0.2145
H: -1.1656 1.1379 1.3917  0.2048
H: -2.0584 -0.6372 -0.9935  0.2133
H: -2.0539 1.1339 -1.0254  0.2231
H: 1.1893 1.1305 -1.1186  0.1593
H: 1.7381 -1.6750 0.0894  0.2140
H: -1.4115 -1.8029 1.1369  0.3650

Properties
* gap between HOMO and LUMO: 10.01 eV
* energy above the lowest of the compared OMol25 structures with the same formula, charge and spin: 273.9 kJ/mol
* largest force on an atom: 0.46 eV/Å
* structure (SMILES): C[C@H]1N/C1=C/CO